ORCA calculation (ωB97M-V/def2-TZVPD) on C36H36N8O4S6W as an isolated structure.

Geometry (Å):
W -0.094 -0.756 0.558
S 2.032 0.549 0.354
C 2.851 0.066 -1.104
C 3.976 0.765 -1.543
C 4.687 0.318 -2.644
C 4.272 -0.819 -3.330
C 3.139 -1.499 -2.916
C 2.428 -1.055 -1.804
S 1.036 -1.961 -1.245
H 4.287 1.655 -1.010
H 5.563 0.862 -2.972
H 4.828 -1.172 -4.190
H 2.799 -2.379 -3.448
N 0.926 0.518 -7.932
C 0.663 0.962 -6.659
C -0.598 1.468 -6.328
C -0.863 1.897 -5.042
C 0.125 1.825 -4.067
C 1.384 1.331 -4.385
C 1.651 0.905 -5.669
S -0.237 2.322 -2.425
O 0.948 2.896 -1.846
O -1.435 3.134 -2.485
N -0.542 0.963 -1.606
C -1.750 0.428 -1.601
S -3.198 0.852 -2.484
C -4.035 -0.456 -1.706
C -3.237 -1.076 -0.824
N -1.944 -0.598 -0.771
H 0.268 0.687 -8.668
H 1.866 0.291 -8.197
H -1.366 1.531 -7.090
H -1.830 2.311 -4.792
H 2.155 1.293 -3.626
H 2.634 0.521 -5.913
H -5.075 -0.653 -1.902
H -3.538 -1.870 -0.156
N -0.433 1.246 1.104
C -0.553 2.354 1.387
N -0.741 3.612 1.658
C 0.191 4.597 1.068
C 1.232 4.955 2.110
O 0.617 5.398 3.312
C -0.186 4.388 3.891
C -1.317 3.993 2.955
H -0.400 5.472 0.793
H 0.633 4.166 0.169
H 1.861 5.771 1.758
H 1.867 4.082 2.314
H -0.583 4.791 4.822
H 0.426 3.504 4.120
H -1.983 4.839 2.783
H -1.894 3.156 3.348
C -4.200 2.241 0.804
O -3.152 1.334 1.164
C -3.438 0.313 1.972
S -4.926 0.017 2.596
S -2.092 -0.758 2.283
H -3.744 2.927 0.093
H -4.568 2.764 1.686
H -5.024 1.700 0.343
C 1.975 -3.989 2.033
C 1.843 -3.089 3.232
C 2.360 -3.500 4.456
C 2.327 -2.673 5.564
C 1.799 -1.394 5.454
C 1.264 -0.941 4.260
C 0.758 0.468 4.127
C 1.250 -1.819 3.159
N 0.673 -1.378 1.980
H 3.008 -4.326 1.942
H 1.712 -3.485 1.106
H 1.353 -4.882 2.136
H 2.814 -4.482 4.525
H 2.736 -3.011 6.507
H 1.811 -0.728 6.307
H 0.977 1.030 5.034
H -0.319 0.487 3.949
H 1.241 0.966 3.283
N -3.247 -7.797 0.234
C -2.774 -6.751 0.267
C -2.176 -5.441 0.303
C -1.721 -4.907 1.500
C -1.152 -3.650 1.486
N -1.019 -2.926 0.370
C -1.466 -3.444 -0.781
C -2.047 -4.695 -0.860
H -1.807 -5.453 2.428
H -0.791 -3.208 2.402
H -1.355 -2.831 -1.661
H -2.395 -5.071 -1.811

Summary:
Energy ... -124865.6430 eV
Energy relative to the best compared isomer or geometry (same formula, charge and spin) ... 8.2 kcal/mol
Charge ... 0
LUMO ... -0.03624 Eh
Molar mass ... 1020.978 g/mol
Largest force on an atom ... 0.0123 hartree/bohr

Atom charges from the Löwdin analysis, given in e for atoms 1 to 2: 1.234 0.705

=====

ORCA calculation (ωB97M-V/def2-TZVPD) on C36H37AsBMnN2O4 as an isolated structure.

Geometry (Å):
Mn -0.726 -1.141 -0.590
O 5.971 -1.647 1.305
C 5.640 -1.946 -0.036
C 4.147 -1.901 -0.195
C 3.579 -1.889 -1.461
C 2.208 -1.805 -1.573
N 1.399 -1.750 -0.511
C 1.938 -1.793 0.716
C 3.307 -1.863 0.910
C 0.973 -1.719 1.857
C 1.365 -1.878 3.174
C 0.420 -1.774 4.187
C 0.832 -1.874 5.636
O -0.204 -2.321 6.479
C -0.902 -1.539 3.837
C -1.221 -1.406 2.500
N -0.308 -1.487 1.531
H 6.917 -1.771 1.432
H 5.991 -2.944 -0.322
H 6.085 -1.224 -0.729
H 4.191 -1.912 -2.353
H 1.730 -1.766 -2.545
H 3.740 -1.854 1.897
H 2.398 -2.081 3.421
H 1.092 -0.870 5.982
H 1.735 -2.486 5.725
H -0.307 -3.273 6.382
H -1.667 -1.469 4.598
H -2.241 -1.228 2.183
C -1.820 5.401 -1.353
C -0.438 5.415 -1.211
C 0.248 4.239 -0.955
C -0.461 3.048 -0.842
C -1.843 3.024 -1.000
C -2.522 4.209 -1.249
As 0.411 1.382 -0.445
C 1.126 1.579 1.345
C 0.424 1.672 2.536
C 1.123 1.713 3.734
C 2.512 1.635 3.734
C 3.216 1.546 2.541
C 2.522 1.535 1.334
C 3.133 1.508 -0.013
C 4.498 1.497 -0.285
C 4.935 1.516 -1.601
C 4.026 1.541 -2.653
C 2.662 1.536 -2.393
C 2.226 1.526 -1.077
H -2.349 6.323 -1.553
H 0.105 6.347 -1.302
H 1.326 4.251 -0.840
H -2.385 2.085 -0.961
H -3.597 4.199 -1.373
H -0.659 1.726 2.538
H 0.586 1.810 4.669
H 3.052 1.663 4.671
H 4.297 1.500 2.555
H 5.220 1.484 0.522
H 5.997 1.526 -1.811
H 4.381 1.570 -3.675
H 1.951 1.552 -3.211
C -5.546 -1.872 -0.812
C -4.762 -2.062 -2.104
C -5.448 -3.082 -2.991
O -3.457 -2.576 -1.721
B -2.576 -1.519 -1.642
O -3.159 -0.361 -2.151
C -4.406 -0.726 -2.804
C -5.410 0.391 -2.595
C -4.097 -0.887 -4.286
H -5.579 -2.823 -0.282
H -6.570 -1.551 -1.007
H -5.066 -1.134 -0.167
H -5.656 -3.985 -2.417
H -4.827 -3.355 -3.841
H -6.398 -2.692 -3.363
H -5.532 0.630 -1.540
H -6.385 0.118 -3.003
H -5.068 1.288 -3.113
H -3.370 -1.682 -4.451
H -3.677 0.047 -4.660
H -4.996 -1.113 -4.861

Summary:
Spin multiplicity ... 6
Energy ... -141936.3206 eV
Energy relative to the best compared isomer or geometry (same formula, charge and spin) ... 0.0 kcal/mol
Charge ... +1
LUMO (alpha / beta) ... -0.11506 / -0.11960 Eh
Molar mass ... 702.374 g/mol
⟨S²⟩ ... 8.76
Largest force on an atom ... 0.0131 hartree/bohr

Atom charges from the Löwdin analysis, given in e for atoms 1 to 2: 0.837 -0.049

=====

ORCA calculation (ωB97M-V/def2-TZVPD) on C36H37AsN4ORhS2 as an isolated structure in a non-equilibrium geometry.

Geometry (Å):
Rh 0.007 0.173 0.048
C -1.630 -2.475 0.426
N -0.484 -1.967 1.175
C -0.846 -1.669 2.566
C -1.412 -0.256 2.725
N -0.469 0.777 2.287
C 0.746 0.809 3.113
C -1.014 2.113 2.299
C -1.828 2.573 3.325
C -2.204 3.905 3.390
C -1.752 4.805 2.437
C -0.959 4.360 1.401
C -0.590 3.018 1.311
S 0.431 2.539 -0.021
C 0.633 -2.874 1.098
C 0.499 -4.225 1.393
C 1.583 -5.088 1.319
C 2.826 -4.612 0.926
C 2.974 -3.276 0.623
C 1.897 -2.391 0.722
S 2.225 -0.711 0.451
H -2.055 -3.383 0.870
H -1.305 -2.684 -0.593
H -2.408 -1.706 0.407
H 0.039 -1.787 3.193
H -1.602 -2.373 2.931
H -1.679 -0.139 3.783
H -2.320 -0.140 2.122
H 0.490 0.972 4.167
H 1.389 1.622 2.776
H 1.307 -0.119 3.016
H -2.155 1.900 4.104
H -2.829 4.242 4.201
H -2.014 5.849 2.504
H -0.602 5.040 0.645
H -0.458 -4.621 1.703
H 1.455 -6.129 1.568
H 3.674 -5.277 0.872
H 3.929 -2.882 0.312
C 1.253 -2.427 -5.123
N 1.001 -2.356 -3.703
C 0.846 -1.242 -2.962
N 1.118 -0.037 -3.509
O 0.443 -1.358 -1.799
H 1.431 -3.465 -5.387
H 2.139 -1.850 -5.387
H 0.398 -2.060 -5.699
H 0.688 -3.198 -3.244
H 1.533 0.051 -4.419
H 1.215 0.739 -2.870
C -6.548 1.133 -1.020
C -5.948 -0.094 -0.785
C -4.593 -0.248 -1.003
C -3.824 0.816 -1.463
C -4.427 2.048 -1.677
C -5.786 2.200 -1.463
As -1.914 0.485 -1.800
C -2.182 -0.719 -3.308
C -2.505 -2.063 -3.274
C -2.664 -2.770 -4.456
C -2.502 -2.128 -5.673
C -2.182 -0.783 -5.720
C -2.018 -0.065 -4.541
C -1.693 1.358 -4.445
C -1.502 2.221 -5.517
C -1.202 3.553 -5.294
C -1.083 4.037 -4.003
C -1.268 3.187 -2.924
C -1.581 1.856 -3.136
H -7.608 1.255 -0.860
H -6.540 -0.926 -0.436
H -4.127 -1.216 -0.843
H -3.839 2.885 -2.034
H -6.256 3.155 -1.648
H -2.641 -2.566 -2.326
H -2.912 -3.821 -4.425
H -2.634 -2.679 -6.592
H -2.074 -0.291 -6.676
H -1.608 1.861 -6.529
H -1.064 4.218 -6.132
H -0.844 5.075 -3.837
H -1.156 3.563 -1.914

Summary:
Energy ... -131453.6389 eV
Charge ... +1
LUMO (alpha / beta) ... -0.15024 / -0.15063 Eh
Molar mass ... 783.681 g/mol
Largest force on an atom ... 0.0478 hartree/bohr

Atom charges from the Löwdin analysis, given in e for atoms 1 to 2: 0.525 -0.086

=====

ORCA calculation (ωB97M-V/def2-TZVPD) on C36H37CdF3P2 as an isolated structure in a non-equilibrium geometry.

Geometry (Å):
Cd 2.080 -1.035 2.051
C -2.589 0.224 5.462
C -3.751 0.535 4.767
C -3.722 1.691 3.835
C -2.301 2.028 3.290
C -1.278 2.675 4.183
C -1.319 2.986 5.482
C -2.393 2.592 6.460
C -2.351 1.049 6.721
C 2.652 0.880 2.734
H -1.875 -0.596 5.211
H -4.729 0.065 4.913
H -4.139 2.602 4.298
H -4.398 1.436 3.000
H -1.869 1.098 2.884
H -2.424 2.754 2.463
H -0.330 2.936 3.660
H -0.489 3.559 5.918
H -3.405 2.872 6.140
H -2.230 3.131 7.405
H -1.380 0.797 7.159
H -3.120 0.807 7.479
H 3.477 0.751 3.449
H 1.778 1.311 3.240
H 2.990 1.503 1.882
P 0.133 -2.223 -1.993
P 2.055 0.212 -2.660
C -0.523 -0.642 -2.596
C 0.315 0.298 -3.108
C -0.536 -3.315 -3.333
C -1.566 -2.950 -4.209
C -1.951 -3.789 -5.262
C -1.274 -4.990 -5.485
C -0.202 -5.334 -4.650
C 0.173 -4.502 -3.598
C -1.026 -2.388 -0.554
C -0.838 -1.468 0.496
C -1.623 -1.554 1.639
C -2.638 -2.516 1.714
C -2.846 -3.410 0.656
C -2.014 -3.375 -0.469
C 2.698 0.847 -4.287
C 2.446 0.066 -5.426
C 2.911 0.478 -6.671
C 3.624 1.673 -6.807
C 3.862 2.455 -5.675
C 3.433 2.031 -4.416
C 2.166 1.751 -1.665
C 3.340 1.945 -0.913
C 3.462 3.102 -0.146
C 2.420 4.038 -0.107
C 1.239 3.813 -0.817
C 1.096 2.645 -1.569
H -1.622 -0.593 -2.639
H -0.043 1.089 -3.779
H -2.049 -1.986 -4.097
H -2.769 -3.501 -5.928
H -1.562 -5.642 -6.314
H 0.351 -6.253 -4.840
H 1.037 -4.757 -2.987
H -0.070 -0.691 0.400
H -1.440 -0.882 2.479
H -3.254 -2.570 2.613
H -3.642 -4.156 0.705
H -2.137 -4.095 -1.284
H 1.852 -0.842 -5.335
H 2.704 -0.131 -7.545
H 3.997 1.988 -7.781
H 4.379 3.408 -5.761
H 3.635 2.647 -3.542
H 4.126 1.185 -0.927
H 4.368 3.265 0.435
H 2.519 4.934 0.508
H 0.421 4.534 -0.777
H 0.151 2.423 -2.068
F 1.157 -3.585 3.530
C 1.968 -2.468 3.752
F 1.485 -1.895 4.929
F 3.216 -2.969 4.078

Summary:
Energy ... -69219.5384 eV
Energy relative to the best compared isomer or geometry (same formula, charge and spin) ... 65.1 kcal/mol
Charge ... 0
LUMO (alpha / beta) ... -0.02275 / -0.02273 Eh
Molar mass ... 701.046 g/mol
Largest force on an atom ... 0.0519 hartree/bohr

Atom charges from the Löwdin analysis, given in e for atoms 1 to 2: 1.275 -0.114

=====

ORCA calculation (ωB97M-V/def2-TZVPD) on C36H37CuNOP2 as an isolated structure in a non-equilibrium geometry.

Geometry (Å):
Cu 1.967 -0.623 1.131
C -2.793 0.062 6.371
C -2.563 0.028 5.061
C -3.013 1.087 4.098
C -1.818 1.872 3.564
C -1.125 2.687 4.608
C -1.602 2.982 5.827
C -2.893 2.650 6.561
C -3.007 1.255 7.225
C 3.598 -1.278 2.176
H -2.685 -0.839 6.957
H -2.184 -0.875 4.582
H -3.676 1.799 4.599
H -3.544 0.633 3.232
H -1.086 1.173 3.129
H -2.122 2.526 2.729
H -0.192 3.174 4.265
H -0.987 3.669 6.426
H -3.794 2.905 5.967
H -2.884 3.376 7.407
H -2.277 1.232 8.046
H -3.976 1.267 7.730
H 3.142 -1.984 2.931
H 3.982 -0.357 2.706
H 4.510 -1.816 1.861
P 0.142 -2.020 -2.153
P 1.973 0.334 -2.586
C -0.615 -0.491 -2.743
C 0.244 0.501 -3.097
C -0.541 -3.173 -3.422
C -1.663 -2.887 -4.212
C -2.089 -3.789 -5.193
C -1.418 -4.997 -5.392
C -0.329 -5.307 -4.568
C 0.119 -4.405 -3.604
C -0.916 -2.314 -0.677
C -0.666 -1.523 0.452
C -1.477 -1.655 1.567
C -2.558 -2.545 1.564
C -2.777 -3.359 0.449
C -1.938 -3.268 -0.668
C 2.689 0.906 -4.237
C 2.485 0.077 -5.352
C 2.841 0.528 -6.619
C 3.423 1.783 -6.802
C 3.671 2.577 -5.683
C 3.329 2.141 -4.399
C 2.103 1.854 -1.578
C 3.291 2.018 -0.841
C 3.484 3.181 -0.102
C 2.505 4.179 -0.084
C 1.319 3.997 -0.793
C 1.102 2.828 -1.524
H -1.704 -0.430 -2.861
H -0.020 1.362 -3.730
H -2.215 -1.957 -4.083
H -2.955 -3.541 -5.807
H -1.742 -5.690 -6.173
H 0.178 -6.263 -4.689
H 0.985 -4.650 -2.987
H 0.195 -0.819 0.451
H -1.242 -1.089 2.465
H -3.221 -2.606 2.428
H -3.597 -4.077 0.436
H -2.081 -3.929 -1.530
H 2.017 -0.900 -5.227
H 2.659 -0.101 -7.481
H 3.681 2.139 -7.800
H 4.128 3.555 -5.797
H 3.531 2.779 -3.533
H 4.040 1.222 -0.846
H 4.406 3.305 0.463
H 2.670 5.097 0.478
H 0.544 4.762 -0.783
H 0.159 2.686 -2.051
O 0.579 -0.776 5.056
C 0.967 -0.866 3.921
N 1.330 -0.990 2.789

Summary:
Spin multiplicity ... 2
Energy ... -104681.5319 eV
Energy relative to the best compared isomer or geometry (same formula, charge and spin) ... 31.2 kcal/mol
Charge ... 0
LUMO (alpha / beta) ... -0.00713 / -0.04767 Eh
Molar mass ... 625.192 g/mol
⟨S²⟩ ... 0.76
Largest force on an atom ... 0.0581 hartree/bohr

Atom charges from the Löwdin analysis, given in e for atoms 1 to 2: 0.506 -0.110

=====

ORCA calculation (ωB97M-V/def2-TZVPD) on C36H37F6N3O2Rh as an isolated structure.

Geometry (Å):
Rh -0.578 -0.869 -0.994
C 0.493 0.278 5.584
C 1.391 -0.904 5.357
C 2.371 -1.258 6.278
C 3.206 -2.345 6.066
C 3.057 -3.120 4.926
C 2.074 -2.801 4.003
C 1.263 -1.690 4.210
N 0.253 -1.354 3.262
C 0.403 -1.294 1.915
N 1.678 -1.223 1.457
C 2.181 -1.373 0.161
C 1.357 -1.553 -0.960
C 1.959 -1.780 -2.210
C 3.330 -1.753 -2.346
C 4.126 -1.536 -1.223
C 3.585 -1.358 0.037
C 4.471 -1.161 1.237
N -0.624 -1.264 1.115
C -1.935 -1.464 1.632
C -2.781 -0.364 1.756
C -4.077 -0.540 2.212
C -4.522 -1.814 2.531
C -3.678 -2.906 2.390
C -2.373 -2.760 1.935
C -1.461 -3.940 1.763
H 0.780 0.810 6.489
H -0.551 -0.026 5.702
H 0.536 0.977 4.746
H 2.484 -0.661 7.174
H 3.965 -2.591 6.796
H 3.688 -3.984 4.763
H 1.924 -3.422 3.128
H -0.681 -1.177 3.602
H 2.373 -1.138 2.184
H 1.340 -1.970 -3.080
H 3.788 -1.909 -3.313
H 5.204 -1.526 -1.327
H 5.518 -1.186 0.946
H 4.324 -1.944 1.987
H 4.289 -0.197 1.721
H -2.409 0.618 1.487
H -4.736 0.312 2.310
H -5.534 -1.962 2.883
H -4.042 -3.898 2.628
H -2.027 -4.869 1.783
H -0.721 -3.984 2.567
H -0.918 -3.888 0.818
C -4.218 -1.319 -3.248
C -2.699 -1.402 -3.149
O -2.295 -1.300 -1.833
C -2.072 -0.229 -3.933
F -2.463 -0.163 -5.201
F -0.715 -0.296 -3.926
F -2.386 0.933 -3.341
C -2.210 -2.759 -3.706
F -0.903 -2.951 -3.445
F -2.378 -2.864 -5.027
F -2.878 -3.758 -3.125
H -4.542 -0.331 -2.930
H -4.646 -2.064 -2.582
H -4.560 -1.503 -4.266
C 0.239 7.359 -3.491
C 0.235 5.930 -3.042
C 0.904 4.949 -3.768
C 0.908 3.626 -3.367
C 1.651 2.630 -4.221
C 0.213 3.266 -2.182
C 0.263 1.875 -1.823
O -0.318 1.314 -0.879
C -0.478 4.254 -1.434
C -1.245 3.996 -0.164
C -0.444 5.561 -1.886
H 0.780 7.485 -4.426
H 0.705 7.995 -2.736
H -0.782 7.718 -3.631
H 1.427 5.228 -4.675
H 1.989 3.114 -5.135
H 1.031 1.782 -4.513
H 2.535 2.241 -3.710
H 0.893 1.246 -2.462
H -1.258 2.956 0.131
H -2.274 4.337 -0.289
H -0.809 4.586 0.644
H -0.968 6.321 -1.318

Summary:
Spin multiplicity ... 5
Energy ... -65805.0322 eV
Energy relative to the best compared isomer or geometry (same formula, charge and spin) ... 0.0 kcal/mol
Charge ... +1
LUMO (alpha / beta) ... -0.10895 / -0.18351 Eh
Molar mass ... 760.605 g/mol
⟨S²⟩ ... 6.01
Largest force on an atom ... 0.0083 hartree/bohr

Atom charges from the Löwdin analysis, given in e for atoms 1 to 2: 1.366 -0.033

=====

Q: Which value of energy does entry 2 give?
A: -141936.3206 eV

=====

Q: Look up the largest force on an atom of the sixth one.
A: 0.0083 hartree/bohr